Entry 1:
A cluster of 5 separate species, C31H73F3NO24P6 in total at a distorted geometry, computed with the ωB97M-V functional and the def2-TZVPD basis.

Each line ends with the Mulliken charge.
Cartesian coordinates (Å):
C 6.28919 -2.48271 1.45305  -0.647
C 6.74128 -2.37397 -0.11823  -0.251
O 6.36036 -1.12756 -0.79749  -0.483
C 4.95238 -0.76693 -0.57077  -0.051
C 3.86580 -1.93887 -0.95067  -0.137
C 2.66839 -1.24327 -1.83077  -0.894
C 1.13722 -1.78445 -1.41329  0.265
C 0.83147 -1.48620 0.15587  -0.417
P -0.87806 -0.74770 0.63328  1.915
C -1.65306 -2.11838 -0.43797  -0.711
C -1.50013 -3.68104 -0.23397  -0.938
O -0.23507 -4.38598 -0.16585  -0.097
C -0.20424 -5.64427 -0.91824  0.438
O 0.88959 -5.85853 -1.70151  -0.581
C -1.30496 -6.85574 -0.87304  -0.308
C -0.98496 -7.98896 0.30333  -0.894
C -0.89914 0.57885 -0.75275  -0.514
C -2.03844 0.54952 -1.95090  -0.764
C -1.40744 0.34150 -3.48708  0.860
F -2.38590 1.01288 -4.43275  -0.181
F -1.39489 -1.06063 -3.95508  -0.270
F -0.14023 1.07819 -3.71267  -0.332
N 0.01757 0.26497 1.78505  0.384
C 0.86035 -0.21045 2.86313  0.233
C 0.73810 0.74282 4.25045  -0.850
O 1.77332 -1.14897 3.04724  -0.522
C 0.59291 1.53662 1.39167  0.058
C 2.03243 1.93469 0.68268  -0.561
O -0.10438 2.65698 1.75408  -0.639
P -1.33552 -2.06833 2.33620  0.913
O -1.66989 -1.30572 3.73244  -0.804
O -3.07534 -2.51589 2.18727  -0.669
O -0.28129 -3.33308 2.67290  -0.534
H 7.15626 -2.95604 2.10542  0.334
H 6.06733 -1.41975 1.91178  0.132
H 5.30192 -3.11777 1.48956  0.187
H 6.41629 -3.34005 -0.73345  0.180
H 7.93550 -2.40001 -0.12454  0.302
H 4.73216 0.16177 -1.28823  0.301
H 4.72405 -0.36839 0.52215  -0.106
H 4.39757 -2.76333 -1.62314  0.386
H 3.45978 -2.53101 -0.00228  0.086
H 2.62260 -0.07549 -1.77390  0.165
H 2.81511 -1.64524 -2.94611  0.448
H 0.44179 -1.30446 -2.20754  -0.504
H 1.20569 -2.94014 -1.70728  0.052
H 1.75010 -0.75736 0.40939  -0.160
H 1.13712 -2.44504 0.75141  0.240
H -2.18049 -0.15564 0.97712  -0.052
H -1.52644 -1.99174 -1.61993  0.221
H -2.82927 -1.89642 -0.32391  0.360
H -2.15473 -4.21715 0.61368  0.297
H -2.01704 -4.18464 -1.20035  0.467
H -2.38735 -6.40548 -0.79598  0.264
H -1.20502 -7.43862 -1.90769  0.297
H -1.15682 -7.54868 1.38910  0.244
H -1.62748 -8.95997 0.12789  0.316
H 0.15479 -8.31419 0.18472  0.251
H -1.36703 1.54816 -0.21344  0.447
H 0.15137 0.79107 -1.21305  -0.239
H -2.58810 1.60803 -2.09743  0.346
H -2.95869 -0.15792 -1.74321  0.213
H 0.75517 -0.00972 5.15558  0.290
H 1.60974 1.51885 4.32902  0.210
H -0.33877 1.24856 4.26969  -0.054
H 2.85636 1.30140 1.27132  0.029
H 2.11548 1.56980 -0.43987  0.083
H 2.34288 3.06060 0.83701  0.339
H -3.49723 -1.64427 1.88230  0.402
H -0.17453 -3.50831 3.66424  0.343
C 3.56290 -0.89876 5.62091  -0.760
O 4.91177 -1.08880 5.23779  -0.180
P 6.04274 -0.26060 6.25165  1.066
O 7.15872 -0.57830 5.24868  -0.669
O 5.95323 -1.46803 7.37034  -0.389
C 6.17332 -2.80730 6.96418  -0.596
O 7.17378 0.56755 7.26540  -0.308
C 7.66710 1.78058 6.72654  -0.661
H 2.92786 -1.53535 4.99924  0.180
H 3.41544 -1.16902 6.66754  0.383
H 3.28292 0.14725 5.46651  0.361
H 6.69541 -2.88056 6.00789  0.279
H 5.20748 -3.31600 6.88704  0.236
H 6.77204 -3.31075 7.72908  0.242
H 6.84555 2.37640 6.31974  0.315
H 8.40371 1.57546 5.94588  0.263
H 8.15318 2.34503 7.52629  0.240
C -6.53592 0.81209 -8.92953  -0.701
O -6.74405 0.39906 -7.59220  -0.313
P -6.33641 1.60727 -6.42302  1.234
O -6.47557 0.56184 -5.30945  -0.694
O -7.78816 2.35191 -6.65817  -0.375
C -8.98113 1.59566 -6.54873  -0.666
O -5.92880 2.81536 -5.25377  -0.386
C -4.66853 2.63213 -4.63464  -0.448
H -6.91479 0.03630 -9.60005  0.247
H -7.06522 1.74382 -9.13431  0.327
H -5.46539 0.94857 -9.10757  0.265
H -8.84153 0.65879 -6.00539  0.329
H -9.35375 1.37677 -7.55412  0.232
H -9.72917 2.19671 -6.02322  0.249
H -3.90794 2.39954 -5.38487  0.008
H -4.72371 1.82924 -3.89543  0.362
H -4.39277 3.55859 -4.12463  0.296
C -0.91823 0.82873 9.57915  -0.736
O -0.39525 2.06507 9.13159  -0.276
P -1.50443 2.97757 8.16722  1.116
O -0.37000 3.93839 7.79011  -0.661
O -2.25988 3.52970 9.52435  -0.385
C -1.49219 4.14569 10.54331  -0.650
O -2.61348 3.89013 7.20284  -0.320
C -2.38499 3.80722 5.80782  -0.570
H -0.19891 0.36940 10.26224  0.245
H -1.86147 0.97528 10.10739  0.334
H -1.07342 0.16603 8.72295  0.281
H -0.51423 4.48246 10.19316  0.336
H -1.35556 3.43266 11.36215  0.239
H -2.04464 5.01037 10.92293  0.242
H -2.21836 2.76786 5.51218  0.248
H -1.52355 4.41895 5.52888  0.271
H -3.26729 4.18760 5.28692  0.277
C 0.40690 3.80317 -10.62339  -0.749
O -0.60974 2.88829 -10.26037  -0.273
P -1.06667 2.98613 -8.59467  1.060
O -1.87878 1.69464 -8.75230  -0.658
O -2.03319 4.28222 -8.91614  -0.341
C -3.00637 4.18420 -9.94102  -0.651
O -1.52366 3.08386 -6.92902  -0.317
C -0.95778 2.08106 -6.10479  -0.796
H 0.55906 3.74879 -11.70454  0.236
H 0.12345 4.82283 -10.35849  0.337
H 1.33813 3.53502 -10.11618  0.303
H -3.23899 3.15126 -10.20816  0.334
H -2.64007 4.71157 -10.82718  0.235
H -3.92404 4.67240 -9.59966  0.256
H 0.11003 1.97579 -6.31486  0.384
H -1.46716 1.12775 -6.26554  0.341
H -1.08700 2.37471 -5.06002  0.210

HOMO energy	-6.1	eV
spin multiplicity	1
total charge	-1
Kohn-Sham gap	4.620	eV
LUMO level	-1.4	eV
energy	-5432.4246	a.u.

Entry 2:
A cluster of 8 separate species, C25H67NO8 in total at a distorted geometry, computed with the ωB97M-V functional and the def2-TZVPD basis.

Each line ends with the Mulliken charge.
Cartesian coordinates (Å):
C -0.63172 -3.43065 -0.95087  -0.454
O -1.97013 -3.20087 -0.59259  -0.052
C -2.76176 -2.57763 -1.61828  -0.833
C -3.58426 -3.59633 -2.39357  0.331
C -2.74664 -4.11610 -3.59576  -1.363
N -4.79530 -2.89245 -2.88674  -0.743
H 0.04215 -3.62764 -0.11267  -0.261
H -0.18156 -2.53696 -1.40251  0.417
H -0.52159 -4.29652 -1.61108  0.303
H -3.34902 -1.86869 -1.03190  0.337
H -2.14395 -1.99989 -2.31316  0.441
H -3.91854 -4.43204 -1.78445  0.309
H -2.45533 -3.35390 -4.31338  0.321
H -3.40119 -4.79350 -4.15642  0.428
H -1.95344 -4.73431 -3.17275  0.319
H -4.48123 -2.12208 -3.47596  0.262
H -5.27823 -3.49628 -3.54705  0.279
C -2.50760 5.11235 2.45221  -0.860
C -3.26389 4.33393 1.38891  0.207
C -2.53420 4.43029 0.03497  -1.197
O -3.36143 2.96736 1.75585  -0.563
H -3.09082 5.01391 3.37359  0.308
H -2.45393 6.16478 2.16974  0.407
H -1.52877 4.68764 2.66894  -0.070
H -4.25802 4.74384 1.20993  0.368
H -2.92874 3.71639 -0.69672  0.362
H -1.49858 4.07473 0.07234  0.235
H -2.65177 5.45120 -0.33461  0.462
H -2.48245 2.56315 1.72524  0.347
C -0.43232 4.51485 -3.23773  -0.808
C -0.43677 4.61322 -4.73358  0.379
C -1.43674 3.62470 -5.38752  -1.238
O -0.79529 5.93071 -5.17982  -0.571
H -1.27679 4.98239 -2.72056  0.268
H 0.47811 4.92667 -2.79959  0.375
H -0.53513 3.48514 -2.87521  0.004
H 0.52148 4.37918 -5.19753  0.256
H -1.07020 2.59721 -5.34934  0.326
H -1.64365 3.94049 -6.40702  0.363
H -2.39559 3.65380 -4.85729  0.303
H -1.64599 6.12839 -4.77154  0.348
C -1.22586 -3.79135 3.69214  -1.193
C -1.66074 -5.24517 3.49469  0.555
C -1.74680 -5.60689 2.01419  -1.074
O -0.61321 -6.06500 4.08293  -0.580
H -1.89387 -3.11088 3.14474  0.346
H -0.28225 -3.59691 3.17094  0.134
H -1.21813 -3.45431 4.72591  0.376
H -2.62525 -5.46223 3.95203  0.279
H -2.36069 -4.89304 1.46194  0.236
H -2.22595 -6.58934 1.95921  0.376
H -0.78623 -5.75643 1.52266  0.232
H 0.15154 -5.49435 4.16569  0.328
C 5.60939 -2.41686 1.70820  -1.383
C 4.60327 -3.41083 1.16713  0.389
C 3.16942 -2.92734 1.29525  -0.807
O 4.85946 -3.67942 -0.23325  -0.548
H 5.78618 -1.58330 1.02656  0.354
H 6.59452 -2.86566 1.86254  0.381
H 5.27337 -2.09139 2.69433  0.344
H 4.65809 -4.38236 1.66264  0.244
H 2.89289 -2.01727 0.75691  0.020
H 2.98253 -2.77447 2.36457  0.397
H 2.43757 -3.64562 0.91806  0.272
H 5.46525 -3.00651 -0.55577  0.303
C 0.20119 3.95838 5.40537  -1.619
C 0.72994 3.16058 4.21880  1.576
C 2.19266 3.42919 3.90108  -1.504
O 0.52862 1.75877 4.45860  -0.559
H 0.48421 5.01187 5.36830  0.401
H 0.77004 3.60534 6.27357  0.461
H -0.87671 3.84416 5.49622  0.417
H 0.13559 3.36347 3.31979  -0.430
H 2.39172 2.91259 2.95527  0.304
H 2.87471 2.96108 4.61035  0.337
H 2.36952 4.48801 3.73275  0.385
H -0.07970 1.63711 5.19276  0.290
C 2.90420 -0.56950 -2.23431  -1.136
C 3.70191 -0.25129 -3.48366  0.432
C 3.52340 1.18938 -3.93917  -1.200
O 5.09235 -0.38202 -3.07145  -0.556
H 3.08314 -1.58284 -1.87498  0.312
H 1.84470 -0.46850 -2.49177  0.277
H 3.11023 0.12197 -1.41573  0.350
H 3.54810 -1.04914 -4.21546  0.215
H 3.94063 1.30063 -4.94492  0.405
H 3.91579 1.91401 -3.23506  0.343
H 2.46244 1.41454 -4.11378  0.233
H 5.65558 -0.11788 -3.80622  0.302
C -0.14489 -0.76772 1.34794  -1.039
C -0.11511 0.66169 0.82765  0.820
C -0.81038 0.81977 -0.49979  -0.623
O -0.88010 1.44541 1.77307  -0.412
H 0.27446 -1.50652 0.64856  -0.268
H -1.17323 -1.13242 1.39213  0.371
H 0.45915 -1.00272 2.22491  0.630
H 0.90196 1.06533 0.83979  0.071
H -0.19090 0.32951 -1.26762  0.017
H -0.80803 1.81438 -0.95164  -0.059
H -1.80289 0.37598 -0.51555  0.282
H -0.69795 1.15385 2.67544  0.138

HOMO energy	-9.5	eV
spin multiplicity	1
Kohn-Sham gap	9.879	eV
LUMO level	0.4	eV
structure (SMILES)	COC[C@H](C)N.CC(C)O.CC(C)O.CC(C)O.CC(C)O.CC(C)O.CC(C)O.CC(C)O
energy	-1649.2961	a.u.